No. 1
2 unconnected molecules or ions with the total composition C28H53BFN2O6P2 in a non-equilibrium geometry, computed with ωB97M-V/def2-TZVPD.

The geometry in ORCA input format:
```
! wB97M-V def2-TZVPD RIJCOSX def2/J DEFGRID3
* xyz 1 1
C -2.4912 2.6573 4.7972
C -1.8553 3.6650 3.7866
B -0.9438 2.8098 2.8052
O 0.2781 2.4610 3.2601
C -1.3479 2.3331 1.3083
C 0.0234 2.1296 0.6129
F 0.6155 3.3336 0.3468
C -0.3963 1.4512 -0.7561
C 0.8401 0.5663 -1.0330
O 1.0570 0.2876 -2.4175
C 2.3507 -0.1610 -2.6708
C 3.4117 0.6868 -2.4469
C 4.7107 0.3529 -2.6692
C 5.8365 1.3164 -2.3561
C 5.0004 -0.8885 -3.1869
C 3.9602 -1.7405 -3.4397
C 2.6496 -1.4089 -3.1923
C 1.6250 -2.4709 -3.5557
C 1.0250 -3.1601 -2.3276
C 0.5704 -1.8871 -4.5228
C -1.8300 0.8351 -0.4217
P -1.8687 -0.8882 -1.1785
C -2.7290 -0.6014 -2.7934
C -3.0097 -2.0352 -0.2837
C -2.7289 -3.5243 -0.5820
N -1.9545 0.9820 1.0923
O -1.2052 -0.1157 1.5379
C -1.5800 -0.6635 2.8101
C -0.4084 -1.5747 3.2292
C 0.7657 -0.7675 3.8056
C -0.8922 -2.7923 4.0856
C -0.3934 -4.1399 3.4719
C -0.2774 -2.7345 5.5099
P -3.7695 0.9892 1.4617
C -4.3069 2.7252 1.6708
O -4.5305 0.5019 0.0955
H -1.7430 2.2029 5.4449
H -2.9968 1.8728 4.2170
H -3.2890 3.1330 5.3691
H -1.2288 4.3450 4.3766
H -2.6094 4.2588 3.2688
H 0.4653 2.9040 4.0974
H -1.7577 3.1114 0.6671
H 0.6953 1.4166 1.0832
H -0.4547 2.2184 -1.5288
H 1.6880 1.1916 -0.7182
H 0.9038 -0.3293 -0.4017
H 3.1511 1.6716 -2.0570
H 6.7767 1.0120 -2.8121
H 5.5574 2.3492 -2.5725
H 6.0009 1.2710 -1.2713
H 6.0347 -1.1383 -3.3898
H 4.1924 -2.7126 -3.8623
H 2.1457 -3.2566 -4.1117
H 1.7520 -3.8490 -1.8823
H 0.1960 -3.7952 -2.6559
H 0.7146 -2.4513 -1.5650
H 1.0968 -1.2482 -5.2383
H 0.0549 -2.6817 -5.0648
H -0.0952 -1.2317 -3.9649
H -2.4954 1.4808 -1.0027
H -2.3313 0.2671 -3.3178
H -2.6333 -1.5062 -3.3924
H -3.7958 -0.4688 -2.5740
H -3.0465 -1.9126 0.8012
H -4.0311 -1.8361 -0.6387
H -1.7414 -3.7844 -0.1920
H -2.8145 -3.7610 -1.6405
H -3.4350 -4.0995 0.0212
H -1.7148 0.0840 3.6011
H -2.4762 -1.2857 2.7898
H -0.0319 -1.9912 2.2850
H 1.0813 -0.0661 3.0280
H 1.6100 -1.4508 3.9120
H 0.5351 -0.2504 4.7347
H -1.9824 -2.8585 4.1337
H 0.3316 -4.6072 4.1385
H -1.2229 -4.8191 3.2691
H 0.1216 -3.9964 2.5164
H 0.7851 -2.9616 5.4268
H -0.4665 -1.7928 6.0226
H -0.7058 -3.5772 6.0597
H -5.3465 2.7346 1.3246
H -4.3441 2.9961 2.7237
H -3.7833 3.4803 1.0797
H -5.3867 0.1483 0.3797
C 3.4068 3.3081 -5.0661
N 4.0603 4.5730 -5.4996
O 3.7086 5.0564 -6.5539
O 4.9044 5.0303 -4.7569
H 2.6807 3.0159 -5.8162
H 4.1839 2.5554 -4.9649
H 2.9239 3.5008 -4.1126
*
```

orbital gap = 8.255 eV
LUMO = -2.46 eV

Results of the Löwdin charge analysis, in e, for atoms 1 through 5: atom 1 (C): -0.09, atom 2 (C): -0.14, atom 3 (B): -0.45, atom 4 (O): 0.19, atom 5 (C): -0.09



No. 2
A molecular structure, C30H50IrOP4 in a non-equilibrium geometry, computed with ωB97M-V/def2-TZVPD.

The geometry in ORCA input format:
```
! wB97M-V def2-TZVPD RIJCOSX def2/J DEFGRID3
* xyz 3 5
Ir 0.0537 0.0939 0.1675
P 0.3590 -1.8513 -0.9863
P 2.4161 0.0649 0.8643
P -2.1288 0.5073 -0.6831
H 1.7087 2.0826 -0.9744
C 0.6377 2.0348 -0.7646
C 0.1759 2.2723 0.5672
H 0.8793 2.4883 1.3730
C 1.0885 -1.4238 -2.5967
C 1.5289 -3.1030 -0.3507
C -1.1227 -2.8655 -1.3397
C 3.0944 1.5972 1.6272
C 2.9522 -1.2060 2.0820
C 3.5707 -0.0904 -0.5635
C -2.9053 2.1239 -0.2611
C -3.5322 -0.6316 -0.3875
C -2.0098 0.6583 -2.4987
H -0.0145 2.3227 -1.5895
H -0.8103 2.7124 0.7174
H 1.3489 -2.3423 -3.1390
H 1.9817 -0.8006 -2.4966
H 0.3499 -0.8557 -3.1618
H 1.4992 -3.9696 -1.0286
H 1.2269 -3.4326 0.6507
H 2.5561 -2.7221 -0.3109
H -0.8053 -3.8333 -1.7574
H -1.7948 -2.3779 -2.0579
H -1.6755 -3.0670 -0.4122
H 4.1648 1.4336 1.8249
H 2.5850 1.8197 2.5734
H 2.9837 2.4459 0.9417
H 3.9415 -1.5939 1.7890
H 2.2329 -2.0319 2.1470
H 3.0295 -0.7587 3.0819
H 4.5793 0.1694 -0.2072
H 3.2810 0.6207 -1.3470
H 3.5883 -1.1024 -0.9824
H -3.9277 2.1404 -0.6686
H -2.3365 2.9512 -0.7054
H -2.9534 2.2513 0.8285
H -4.3029 -0.4297 -1.1471
H -3.9638 -0.4473 0.6041
H -3.2300 -1.6817 -0.4626
H -2.9017 1.1840 -2.8653
H -1.9470 -0.3195 -2.9932
H -1.1195 1.2393 -2.7710
C -0.7111 0.5902 -5.8749
C -0.0491 0.4132 -7.1036
C -0.0004 1.4959 -7.9837
C -0.6019 2.7140 -7.6360
C -1.3584 2.8311 -6.4599
C -1.4885 1.7236 -5.6198
O -0.5544 -0.3136 -4.8600
H 0.1675 -0.9489 -5.0591
H 0.4120 -0.5492 -7.3256
H 0.5135 1.3838 -8.9429
H -0.4991 3.5751 -8.2958
H -1.8517 3.7641 -6.1914
H -2.1331 1.7343 -4.7446
C -2.4776 -0.6026 2.7240
P -0.7221 -0.3102 2.4083
C -0.3912 1.1145 3.5276
C -1.3333 2.1512 3.6700
C -1.0102 3.2992 4.4015
C 0.2356 3.4253 5.0204
C 1.1554 2.3817 4.9215
C 0.8478 1.2388 4.1769
C -0.0668 -1.7958 3.2877
C 0.4108 -1.7816 4.6077
C 1.0494 -2.9066 5.1341
C 1.0765 -4.1031 4.4171
C 0.4414 -4.1736 3.1749
C -0.1564 -3.0360 2.6223
H -3.0947 0.2384 2.3900
H -2.6118 -0.7567 3.8056
H -2.7755 -1.5238 2.2116
H -2.3190 2.0786 3.2029
H -1.7344 4.1104 4.4752
H 0.4926 4.3325 5.5721
H 2.1251 2.4547 5.4111
H 1.5834 0.4346 4.1128
H 0.2996 -0.8912 5.2290
H 1.5231 -2.8405 6.1132
H 1.5654 -4.9857 4.8363
H 0.4109 -5.1223 2.6371
H -0.7015 -3.1205 1.6769
*
```

<S²> = 6.071
orbital gap (spin up / spin down) = 4.255 / 4.190 eV
LUMO (spin up / spin down) = -7.74 / -11.88 eV

Results of the Löwdin charge analysis, in e, for atoms 1 through 5: atom 1 (Ir): 0.61, atom 2 (P): 0.62, atom 3 (P): 0.75, atom 4 (P): 0.71, atom 5 (H): 0.05



No. 3
C6H10O in the gas phase, computed with ωB97M-V/def2-TZVPD.

The geometry in ORCA input format:
```
! wB97M-V def2-TZVPD RIJCOSX def2/J DEFGRID3
* xyz 0 1
C -0.9217 1.6035 0.8339
C -0.8884 0.6587 -0.3649
C 0.3403 -0.2779 -0.4799
C -0.0689 -1.5701 -1.2001
O 1.3165 0.4068 -1.2730
C 0.9086 -0.5976 0.8473
C 1.3814 -0.7986 1.9376
H -0.1976 2.4162 0.7391
H -0.7074 1.0727 1.7638
H -1.9146 2.0466 0.9326
H -0.8777 1.2324 -1.2983
H -1.7960 0.0439 -0.3716
H 0.7958 -2.2204 -1.3637
H -0.8187 -2.1163 -0.6158
H -0.4993 -1.3128 -2.1740
H 2.1671 0.3679 -0.8299
H 1.7806 -0.9550 2.9168
*
```

orbital gap = 11.081 eV
LUMO = 0.99 eV

Results of the Löwdin charge analysis, in e, for atoms 1 through 5: atom 1 (C): -0.10, atom 2 (C): -0.18, atom 3 (C): -0.58, atom 4 (C): -0.03, atom 5 (O): -0.01